ORCA calculation (ωB97M-V/def2-TZVPD) on a 18-piece molecular cluster, C54H144O18 overall at a distorted geometry.

Geometry as XYZ:
```
216
Properties=species:S:1:pos:R:3:forces:R:3:lowdin_charge:R:1
C -1.476 2.609 -6.438 0.411 0.765 -2.501 -0.047
C -2.192 3.970 -6.232 0.682 -0.954 -1.595 -0.486
C -3.120 4.341 -7.435 0.736 0.991 3.203 -0.029
O -2.845 3.875 -4.998 -1.125 0.516 0.503 -0.062
H -0.784 2.380 -5.640 0.033 -0.047 0.291 0.046
H -0.869 2.693 -7.417 -0.694 -0.209 1.455 0.106
H -2.173 1.762 -6.611 0.194 0.599 0.376 0.082
H -1.485 4.779 -6.212 0.826 0.305 0.442 0.118
H -3.720 5.204 -7.113 -0.004 -0.127 -0.196 0.087
H -3.722 3.501 -7.504 -1.496 -1.527 -1.148 0.055
H -2.548 4.642 -8.271 0.431 -0.170 -1.033 0.070
H -3.759 4.151 -5.142 0.054 -0.072 0.347 0.100
C -0.881 3.660 -1.807 0.202 -0.810 -0.295 -0.049
C -1.061 5.143 -1.752 -1.131 0.641 -1.378 -0.471
C 0.140 5.848 -2.364 -0.351 -0.439 0.346 -0.038
O -2.343 5.505 -2.362 0.999 0.248 0.665 -0.061
H 0.205 3.455 -1.704 -0.725 -0.349 -0.160 0.070
H -1.276 3.335 -2.802 0.585 -0.153 0.681 0.095
H -1.436 3.123 -1.019 0.232 0.132 -0.439 0.065
H -1.177 5.491 -0.773 -0.173 0.429 1.733 0.097
H 0.141 5.570 -3.410 0.484 0.082 -0.399 0.078
H 1.006 5.435 -1.833 0.134 0.235 -0.402 0.075
H 0.136 6.927 -2.247 -0.189 0.095 -0.064 0.078
H -2.371 5.109 -3.234 -0.031 -0.291 -0.481 0.039
C 7.593 2.421 -2.905 0.931 -1.004 -2.650 -0.087
C 6.421 2.784 -2.119 -1.544 0.183 2.272 -0.437
C 5.051 2.369 -2.649 1.435 -0.350 -1.130 -0.053
O 6.557 2.079 -0.770 0.313 0.978 -2.732 -0.068
H 7.559 2.810 -3.988 -0.327 -0.812 1.369 0.113
H 7.722 1.307 -2.876 -0.135 0.900 -0.334 0.099
H 8.502 2.847 -2.542 0.571 0.290 0.670 0.064
H 6.365 3.912 -2.010 0.263 -1.178 0.379 0.131
H 5.057 1.411 -3.177 0.252 -0.185 0.594 0.060
H 4.724 3.025 -3.431 -0.334 0.835 -0.301 0.077
H 4.383 2.363 -1.831 -0.910 -0.110 0.692 0.063
H 6.409 2.789 -0.160 -0.319 0.417 1.221 0.015
C 5.937 -1.711 -0.557 -0.448 0.943 1.490 -0.047
C 5.017 -1.478 -1.769 -0.129 1.206 1.585 -0.460
C 5.029 -2.640 -2.695 -1.926 -0.263 -0.247 -0.048
O 3.667 -1.109 -1.339 0.539 -0.317 -0.232 -0.083
H 5.953 -0.818 0.191 -0.249 -1.351 -1.419 0.103
H 6.978 -1.823 -0.885 -0.216 -0.258 0.039 0.079
H 5.581 -2.619 0.007 0.518 0.733 -0.618 0.070
H 5.348 -0.571 -2.293 0.001 -0.260 0.106 0.118
H 4.181 -2.479 -3.380 0.555 -0.063 -0.341 0.082
H 4.761 -3.578 -2.195 0.463 0.034 0.142 0.086
H 5.966 -2.687 -3.205 0.540 -0.330 -0.456 0.079
H 3.248 -1.829 -0.836 0.219 -0.207 0.124 0.054
C 0.682 -4.157 -0.679 -0.198 0.201 -0.155 -0.049
C 1.700 -4.346 0.432 0.014 0.907 -0.568 -0.473
C 2.460 -5.618 0.195 0.550 -0.030 0.761 -0.056
O 2.525 -3.131 0.502 -0.839 -0.811 -0.740 -0.082
H -0.052 -4.988 -0.660 0.422 0.372 -0.115 0.099
H 1.191 -4.144 -1.690 -0.607 0.171 1.202 0.088
H 0.112 -3.237 -0.472 0.241 -0.260 -0.546 0.062
H 1.212 -4.453 1.409 -0.152 0.176 -0.123 0.123
H 1.775 -6.407 0.505 0.159 -0.310 -0.204 0.088
H 3.295 -5.615 0.907 0.161 -0.384 -0.330 0.076
H 2.797 -5.792 -0.835 -0.028 0.225 0.287 0.089
H 3.334 -3.330 0.975 0.478 -0.047 0.449 0.028
C -5.296 0.509 4.448 0.614 -0.180 -1.489 -0.032
C -5.004 -0.044 2.985 0.628 0.956 0.821 -0.391
C -6.287 -0.220 2.192 0.712 -0.200 2.114 -0.047
O -3.993 0.825 2.331 -1.078 -0.126 0.563 -0.107
H -5.920 1.378 4.304 -0.074 0.506 0.248 0.071
H -4.361 0.778 4.939 0.132 0.251 -0.211 0.056
H -5.798 -0.143 5.149 -0.354 -0.604 -0.253 0.068
H -4.544 -1.027 3.072 0.462 0.107 -0.121 0.114
H -6.839 0.658 2.236 -1.138 1.891 0.211 0.055
H -6.865 -0.958 2.747 -0.123 -0.341 -0.485 0.095
H -6.161 -0.395 1.174 0.466 -0.978 -1.657 0.054
H -4.253 1.785 2.222 -0.116 -0.978 0.125 0.089
C -0.710 2.740 4.379 0.134 1.225 0.716 -0.038
C -1.107 3.939 3.513 0.573 -0.897 -1.235 -0.425
C -0.811 3.747 1.973 -0.645 -1.327 0.389 -0.012
O -2.441 4.284 3.743 -1.171 0.352 0.151 -0.055
H -0.799 2.923 5.458 -0.450 0.492 -0.062 0.089
H 0.349 2.690 4.298 1.057 -0.826 -0.437 0.060
H -1.233 1.809 4.256 -0.161 -0.256 -0.806 0.056
H -0.529 4.809 3.770 0.734 0.269 0.465 0.126
H -0.615 4.665 1.431 -0.065 0.294 0.169 0.073
H -1.536 3.150 1.370 -0.050 0.544 0.922 0.065
H 0.048 3.089 1.861 0.577 0.254 0.248 0.061
H -2.545 4.441 4.692 -0.148 -0.048 -0.317 0.118
C 2.400 0.502 3.181 0.575 1.469 -1.621 -0.014
C 3.541 1.505 2.866 -1.133 -0.713 -1.633 -0.470
C 4.600 1.699 3.873 1.220 -0.813 -0.222 -0.043
O 4.202 1.116 1.635 -0.758 -1.987 -0.273 -0.093
H 1.707 0.585 2.305 0.148 -0.120 1.079 0.080
H 1.972 0.753 4.127 -0.682 0.110 0.459 0.061
H 2.751 -0.507 3.207 0.476 -0.762 0.119 0.062
H 3.087 2.460 2.545 -0.202 -0.096 0.796 0.121
H 5.260 0.806 3.881 -0.431 0.365 0.166 0.103
H 4.234 1.891 4.847 -0.437 0.234 1.108 0.071
H 5.216 2.519 3.546 0.395 0.401 0.080 0.069
H 3.888 0.192 1.393 0.696 1.753 0.158 0.109
C -0.746 -1.211 1.529 0.206 -1.092 0.199 -0.046
C -0.674 0.158 1.050 -1.250 2.357 0.231 -0.492
C 0.239 0.353 -0.097 0.857 0.452 -1.222 -0.034
O -1.961 0.552 0.522 -0.608 0.492 0.386 -0.090
H -1.542 -1.354 2.239 -0.274 -0.090 0.170 0.066
H 0.196 -1.456 1.976 0.616 -0.447 0.459 0.071
H -0.886 -1.851 0.682 -0.275 -0.598 -0.435 0.072
H -0.423 0.846 1.883 -0.112 -0.187 -0.220 0.115
H 0.379 1.406 -0.420 -0.088 -0.523 0.495 0.080
H -0.211 -0.145 -0.941 -0.298 -0.214 -0.510 0.081
H 1.202 -0.139 -0.019 0.396 0.066 0.419 0.077
H -2.665 0.656 1.218 0.685 -0.304 -0.259 0.065
C 2.307 0.604 -5.466 -0.811 0.252 -1.598 -0.043
C 2.466 0.564 -3.983 0.523 -2.733 0.782 -0.444
C 1.867 1.747 -3.298 -1.534 -1.152 0.920 -0.068
O 1.829 -0.678 -3.446 -1.155 1.293 -1.857 -0.082
H 3.144 1.200 -5.859 -0.181 -0.273 -0.149 0.084
H 1.404 1.219 -5.657 0.250 -0.462 -0.309 0.067
H 2.198 -0.365 -6.063 0.344 1.159 1.244 0.106
H 3.511 0.392 -3.741 0.165 0.379 0.060 0.098
H 2.137 1.719 -2.263 0.181 -0.110 0.827 0.058
H 0.769 1.537 -3.315 0.608 0.605 -0.148 0.095
H 2.106 2.730 -3.620 0.220 0.712 -0.916 0.074
H 2.323 -1.047 -2.728 0.980 0.113 0.954 0.022
C 3.003 -3.813 3.672 0.584 -0.549 1.390 -0.056
C 4.384 -3.194 3.711 0.916 -0.570 -1.158 -0.437
C 5.359 -4.120 4.489 -0.824 -0.404 -2.470 -0.037
O 4.828 -3.069 2.325 -0.569 -0.076 0.420 -0.092
H 3.106 -4.842 3.337 -0.269 -0.068 -0.357 0.083
H 2.209 -3.290 3.199 -0.240 0.643 -1.056 0.052
H 2.645 -3.873 4.697 0.100 -0.194 0.406 0.088
H 4.348 -2.204 4.152 0.069 0.286 0.175 0.122
H 5.222 -5.173 4.071 0.216 1.277 0.963 0.112
H 5.080 -3.973 5.485 -0.267 -0.560 1.839 0.055
H 6.400 -3.838 4.384 0.139 0.191 -0.169 0.074
H 5.702 -2.671 2.287 0.039 0.042 0.103 0.083
C -4.389 -3.216 0.771 -0.581 2.071 0.024 -0.060
C -4.535 -3.911 -0.563 -0.417 0.121 -0.024 -0.517
C -5.753 -3.439 -1.350 1.386 2.028 0.360 -0.031
O -3.363 -3.810 -1.295 1.192 -0.830 -0.599 -0.040
H -3.591 -3.619 1.384 0.311 -0.018 -0.102 0.067
H -5.315 -3.299 1.341 -0.136 -0.067 0.091 0.072
H -4.244 -2.081 0.603 0.039 -1.688 0.246 0.097
H -4.634 -4.956 -0.377 -0.122 -1.031 0.185 0.120
H -6.633 -3.957 -1.139 -1.542 -0.750 0.774 0.052
H -5.634 -3.486 -2.411 0.505 -0.336 -0.735 0.071
H -5.840 -2.360 -1.130 -0.459 -0.308 -0.102 0.082
H -3.215 -2.926 -1.612 -0.084 1.007 -0.031 0.042
C -4.873 -7.607 3.097 -0.626 1.236 -0.503 -0.063
C -4.831 -6.545 4.188 -0.604 0.270 -0.140 -0.507
C -5.766 -6.810 5.414 2.459 -1.881 -0.616 -0.041
O -3.528 -6.445 4.698 0.903 0.127 1.030 -0.061
H -4.439 -8.542 3.385 -0.253 -0.719 0.561 0.068
H -4.257 -7.297 2.232 -0.462 0.158 0.247 0.078
H -5.941 -7.630 2.815 0.522 -0.679 -0.311 0.087
H -5.141 -5.588 3.705 0.126 -0.357 0.388 0.133
H -5.428 -7.787 5.912 -0.618 1.277 -0.699 0.111
H -6.786 -6.849 5.154 -1.225 -0.243 -0.466 0.052
H -5.626 -6.031 6.114 0.199 0.875 0.804 0.052
H -2.918 -5.910 4.184 -0.411 -0.027 -0.326 0.087
C -4.692 3.581 -0.527 -0.593 -1.734 -2.426 -0.065
C -3.798 4.265 0.423 0.241 0.115 0.902 -0.487
C -4.027 5.785 0.508 0.152 -0.912 0.071 -0.022
O -4.129 3.667 1.693 0.327 -0.143 0.413 -0.092
H -4.481 2.468 -0.624 0.023 1.149 0.514 0.090
H -4.554 3.926 -1.588 -0.241 0.124 1.023 0.092
H -5.742 3.637 -0.230 0.016 0.305 -0.080 0.085
H -2.784 3.972 0.139 0.036 0.503 0.209 0.079
H -5.089 5.880 0.705 -0.237 0.407 -0.073 0.081
H -3.730 6.290 -0.402 -0.111 0.031 -0.316 0.064
H -3.489 6.240 1.336 0.147 -0.117 0.171 0.074
H -3.511 3.950 2.400 -0.314 0.091 -0.365 0.044
C 3.689 5.461 1.782 0.706 -0.956 0.239 -0.053
C 4.565 4.837 0.752 0.990 -1.190 -1.000 -0.469
C 5.570 5.818 0.185 -0.222 -1.201 0.132 -0.042
O 5.373 3.731 1.339 -2.391 0.232 -0.447 -0.092
H 3.258 6.323 1.326 -0.214 1.095 0.267 0.078
H 4.359 5.577 2.647 -0.687 0.644 -0.023 0.105
H 2.880 4.792 2.013 -0.434 -0.341 0.443 0.057
H 3.963 4.433 -0.086 0.165 -0.102 0.302 0.139
H 6.036 6.245 1.046 0.983 0.378 0.349 0.079
H 5.117 6.607 -0.371 -0.511 0.525 -0.460 0.076
H 6.240 5.255 -0.471 0.235 0.414 0.309 0.064
H 4.681 3.023 1.496 1.581 0.693 -0.422 0.058
C -2.300 -1.224 -3.779 1.108 -0.741 1.126 -0.025
C -2.752 -0.115 -2.751 -1.268 -1.064 -2.043 -0.470
C -3.832 0.737 -3.381 0.229 0.777 -0.394 -0.049
O -3.289 -0.668 -1.570 0.088 -0.735 0.326 -0.067
H -1.986 -0.899 -4.807 -0.159 0.121 1.179 0.085
H -3.117 -1.932 -3.928 -0.293 0.120 0.013 0.070
H -1.466 -1.888 -3.334 -1.047 1.256 -0.668 0.077
H -1.995 0.545 -2.512 2.242 1.045 0.559 0.091
H -4.716 0.164 -3.300 -1.252 -0.692 -0.283 0.063
H -3.635 0.984 -4.442 -0.049 0.010 0.585 0.076
H -4.035 1.649 -2.799 0.324 -0.112 -0.245 0.064
H -2.860 -0.258 -0.791 0.149 -0.086 -0.184 0.053
C -0.077 -4.389 -4.181 0.642 -0.003 -0.646 -0.067
C 0.875 -3.797 -5.256 0.257 -0.916 0.597 -0.514
C 0.636 -4.562 -6.554 -2.286 1.071 -0.089 -0.073
O 0.519 -2.455 -5.493 0.572 1.211 0.690 -0.094
H 0.328 -5.365 -3.854 -0.373 0.494 0.265 0.086
H -1.069 -4.535 -4.626 0.193 -0.088 -0.011 0.081
H -0.226 -3.655 -3.392 0.279 -0.350 0.343 0.039
H 1.968 -3.907 -4.959 -1.090 0.271 -0.047 0.144
H -0.489 -4.291 -6.755 2.138 -0.402 -0.406 0.119
H 0.640 -5.636 -6.475 0.229 -0.449 0.465 0.062
H 1.324 -4.291 -7.351 -0.259 0.312 -0.156 0.069
H 0.793 -1.860 -4.730 -0.180 -1.053 -0.991 0.074
C -1.899 -2.346 6.367 -0.497 -1.099 -0.244 -0.053
C -1.037 -1.102 6.184 0.581 -1.175 0.083 -0.552
C -0.775 -0.880 4.754 0.826 -0.284 -1.855 -0.090
O -1.643 0.001 6.784 -0.019 0.638 0.672 -0.025
H -1.651 -3.207 5.697 0.257 0.793 0.402 0.085
H -2.963 -2.128 6.072 0.765 -0.008 0.602 0.092
H -1.813 -2.747 7.392 -0.455 0.352 -0.343 0.086
H -0.027 -1.280 6.578 -0.387 0.257 0.876 0.143
H -0.185 0.072 4.533 -0.744 -1.521 0.255 0.079
H -1.736 -0.880 4.227 0.162 0.339 -0.217 0.073
H -0.235 -1.827 4.422 -0.338 1.414 -0.072 0.104
H -2.583 -0.088 6.605 -0.166 0.187 0.078 0.074
```
Positions in Å, forces in eV/Å.

The lowest unoccupied orbital energy comes out at 0.216 eV. As for the orbital gap: 9.5 eV. The highest occupied orbital energy comes out at -0.3412 hartree. For the total energy, the calculation gives -3497.99304 Eh. The calculation puts the energy above the lowest of the compared OMol25 structures with the same formula, charge and spin at 257.3 kJ/mol.